<i>
Here is a cluster of 4 separate species, C3H12O4 in total from OMol25. Energies are from ωB97M-V with the def2-TZVPD basis set.

Properties
SMILES string: C=CCO.O.O.O
spin multiplicity: 1
frontier orbital gap: 10.4 eV
E_LUMO: 0.579 eV

Geometry (Å):
C1 -2.0053 1.8102 0.0243
O1 -0.7962 2.1423 0.6062
C2 -1.6810 0.9448 -1.1679
C3 -2.6603 0.3816 -1.8363
H1 -2.6051 1.3858 0.8603
H2 -2.4141 2.7769 -0.2920
H3 -0.3210 2.8380 -0.0008
H4 -0.6986 1.1262 -1.5141
H5 -2.5098 0.2076 -2.9216
H6 -3.7092 0.3565 -1.7168
H7 2.6534 -2.4529 1.4088
H8 3.0836 -2.2902 2.8499
O2 3.3997 -2.3924 1.9577
H9 2.1001 -2.2736 -0.9674
H10 0.5604 -2.3282 -0.5913
O3 1.4375 -2.8905 -0.7491
H11 1.8250 0.7250 1.9779
H12 2.5605 -0.2869 1.0035
O4 1.7805 0.2197 1.0687

***

<ii>
Here is a cluster of 4 separate species, C3H12O4 in total from OMol25. Energies are from ωB97M-V with the def2-TZVPD basis set.

Properties
SMILES string: C/C=C/O.O.O.O
spin multiplicity: 1
frontier orbital gap: 9.3 eV
E_LUMO: 0.735 eV

Geometry (Å):
C1 2.4847 2.6558 0.2262
C2 2.0147 1.2399 0.1776
C3 0.7306 1.0167 0.5426
O1 0.1983 -0.2486 0.7335
H1 3.0076 2.8731 -0.7123
H2 3.1859 2.7851 1.0765
H3 1.6170 3.3611 0.2614
H4 2.7348 0.3764 -0.0886
H5 0.0164 1.7967 0.6366
H6 -0.8813 -0.3886 0.7842
H7 -2.7029 -1.0814 0.0439
H8 -3.4391 -0.0222 1.0260
O2 -2.5708 -0.2724 0.7042
H9 0.6827 -2.4367 -1.4680
H10 0.2632 -1.5140 -0.3782
O3 0.0637 -2.4575 -0.8395
H11 -1.6515 -2.3754 -0.9050
H12 -3.0792 -3.0624 -0.8429
O4 -2.6748 -2.2455 -0.9784

***

<iii>
Here is a cluster of 4 separate species, C3H12O4 in total from OMol25. Energies are from ωB97M-V with the def2-TZVPD basis set.

Properties
SMILES string: C=C(C)O.O.O.O
spin multiplicity: 1
frontier orbital gap: 9.4 eV
E_LUMO: 0.699 eV

Geometry (Å):
C1 -1.0535 -1.4276 -0.0680
C2 -2.0069 -2.1920 -0.6375
O1 -1.9973 -2.2118 -2.0085
C3 -2.8210 -3.0810 0.3089
H1 -0.9394 -1.2462 0.9905
H2 -0.6383 -0.7876 -0.8462
H3 -1.7143 -3.0637 -2.3894
H4 -3.6149 -2.3498 0.6061
H5 -3.3903 -3.9190 -0.0838
H6 -2.2758 -3.2191 1.2316
H7 6.6309 2.0862 0.6926
H8 6.8804 2.4399 -0.7700
O2 6.9148 1.7091 -0.1418
H9 -1.4790 1.5183 5.0795
H10 -3.0130 1.2449 5.3559
O3 -2.3671 1.3917 4.6915
H11 2.4197 4.8437 -4.6562
H12 2.5079 3.7997 -3.4592
O4 1.9570 4.4644 -3.8958

***

<iv>
Here is a cluster of 4 separate species, C3H12O4 in total from OMol25. Energies are from ωB97M-V with the def2-TZVPD basis set.

Properties
SMILES string: CCC=O.O.O.O
spin multiplicity: 1
frontier orbital gap: 10.6 eV
E_LUMO: 0.603 eV

Geometry (Å):
O1 0.3650 1.7338 -1.6075
C1 -0.1617 1.5073 -0.5348
C2 -1.5599 1.8052 -0.1190
C3 -2.2406 0.5135 0.3113
H1 0.4602 1.0767 0.2711
H2 -2.0728 2.1564 -1.0255
H3 -1.5269 2.5136 0.7017
H4 -1.9465 0.1451 1.3063
H5 -2.1099 -0.2452 -0.4642
H6 -3.3074 0.7154 0.4762
H7 1.8753 -3.3235 0.7358
H8 1.1156 -2.2504 -0.0426
O2 1.0984 -2.7529 0.7975
H9 1.0693 -0.9457 1.4818
H10 0.4462 -1.0263 2.8719
O3 0.8674 -0.4135 2.2692
H11 1.2807 -1.6238 -2.2827
H12 0.6488 -0.2748 -1.6272
O4 1.1458 -1.0914 -1.5015

***

Of them, the most stable is <iv> and the least stable is <i>.

***

<i>
Here is a cluster of 4 separate species, C3H12O4 in total from OMol25. Energies are from ωB97M-V with the def2-TZVPD basis set.

Properties
SMILES string: C/C=C/O.O.O.O
spin multiplicity: 1
frontier orbital gap: 9.0 eV
E_LUMO: 0.502 eV

Geometry (Å):
C1 -0.4267 -3.0002 -1.6014
C2 -0.9231 -1.8071 -0.8983
C3 -2.1727 -1.6584 -0.3998
O1 -2.7410 -0.4400 -0.1816
H1 -0.1428 -2.9228 -2.6461
H2 -1.2190 -3.7281 -1.7146
H3 0.4229 -3.3519 -1.0365
H4 -0.3169 -0.9097 -0.8382
H5 -2.9850 -2.4321 -0.4260
H6 -2.0281 0.1089 0.1722
H7 0.3272 6.5501 1.4377
H8 -0.5861 5.4327 1.4753
O2 0.0966 5.7784 0.8998
H9 -0.9627 2.6127 2.2590
H10 -0.3006 3.9218 1.5531
O3 -1.0930 3.4888 1.8826
H11 5.0164 -3.3078 0.1715
H12 5.0218 -1.8173 0.2765
O4 5.0128 -2.5179 -0.3851

***

<ii>
Here is a cluster of 4 separate species, C3H12O4 in total from OMol25. Energies are from ωB97M-V with the def2-TZVPD basis set.

Properties
SMILES string: C/C=C/O.O.O.O
spin multiplicity: 1
frontier orbital gap: 9.1 eV
E_LUMO: 0.650 eV

Geometry (Å):
C1 -1.8647 -2.6844 -1.6167
C2 -1.3082 -1.9874 -0.3464
C3 -0.1072 -1.3888 -0.3762
O1 0.0568 -0.0257 0.0381
H1 -1.7118 -2.0204 -2.4705
H2 -2.9342 -2.6894 -1.4050
H3 -1.4187 -3.6700 -1.6203
H4 -1.8889 -2.0277 0.5871
H5 0.8344 -1.6975 -0.8173
H6 0.5712 -0.1201 0.8641
H7 -0.3565 1.6953 -1.0968
H8 -1.6492 2.3944 -1.3630
O2 -0.7065 2.5774 -1.2473
H9 2.3363 1.5858 0.0952
H10 3.8513 1.1963 0.1973
O3 3.0112 1.1981 0.6510
H11 0.8534 1.8103 2.9027
H12 -0.4420 1.6429 2.4267
O4 0.3384 1.0635 2.5294

***

Of them, the most stable is <i> and the least stable is <ii>.

***

<i>
Here is a cluster of 2 separate species, C3H11N3O in total from OMol25. Energies are from ωB97M-V with the def2-TZVPD basis set.

Properties
SMILES string: [H]/N=C(\N)NCC.O
spin multiplicity: 1
frontier orbital gap: 8.8 eV
E_LUMO: 0.425 eV

Geometry (Å):
C1 -0.4023 -0.0475 2.4717
C2 -0.7372 0.7375 1.2087
N1 -1.4148 -0.1956 0.2822
C3 -0.7403 -0.7756 -0.8910
N2 0.3950 -1.5447 -0.6247
N3 -0.8752 -0.1455 -1.9526
H1 0.5911 -0.5347 2.8044
H2 -0.6101 0.3637 3.4913
H3 -0.8394 -0.9891 2.5602
H4 0.1139 1.2271 0.6187
H5 -1.4939 1.4558 1.5109
H6 -2.3335 0.0953 -0.2895
H7 1.1396 -1.0728 -0.0612
H8 0.8432 -1.6774 -1.4780
H9 0.0170 -0.0562 -2.4439
H10 2.2818 1.4266 -3.1026
H11 1.8910 1.0417 -1.6237
O1 2.1742 0.6915 -2.4810

***

<ii>
Here is a cluster of 2 separate species, C3H11N3O in total from OMol25. Energies are from ωB97M-V with the def2-TZVPD basis set.

Properties
spin multiplicity: 1
frontier orbital gap: 8.4 eV
E_LUMO: 0.788 eV

Geometry (Å):
C1 1.2181 -0.8665 -0.9179
C2 -1.1475 1.5084 0.0828
C3 -1.4609 -0.7339 0.9335
N1 -0.5418 0.2150 0.3327
N2 1.9518 -1.0615 0.1738
N3 1.4470 0.2748 -1.6438
O1 2.0205 -0.0560 1.0582
H1 0.3267 0.3243 0.9391
H2 1.9180 -1.9935 0.5864
H3 0.9007 -1.7454 -1.4658
H4 1.6162 1.0531 -1.0201
H5 0.7868 0.4804 -2.3782
H6 -2.0039 1.3994 -0.5899
H7 -1.8519 -0.3854 1.8990
H8 -0.4124 2.1807 -0.3597
H9 -1.5097 1.9862 1.0040
H10 -0.9446 -1.6808 1.0973
H11 -2.3129 -0.8994 0.2686

***

Of them, the most stable is <i> and the least stable is <ii>.

***

<i>
Here is a structure of composition C38H21BrCl3CsF8N3O3S3Sb from OMol25. Energies are from ωB97M-V with the def2-TZVPD basis set.

Properties
total charge: -2
spin multiplicity: 1
frontier orbital gap: 5.9 eV
E_LUMO: 3.514 eV

Geometry (Å):
Cs1 0.0210 0.0931 2.2158
Br1 5.7091 -2.9018 6.3799
C1 3.9007 -2.5993 5.7140
C2 2.9815 -2.1509 6.6077
C3 1.7135 -2.0510 6.1449
C4 1.4483 -2.3410 4.7981
C5 2.4700 -2.4788 3.8579
C6 3.7218 -2.8025 4.3446
N1 0.0862 -2.3167 4.3009
C7 -0.2290 -3.2506 3.4819
C8 -1.4739 -3.0576 2.6786
C9 -1.8383 -3.9194 1.6615
C10 -3.0267 -3.5779 0.9862
C11 -3.6949 -2.4101 1.3502
C12 -3.2394 -1.6339 2.3699
N2 -2.1308 -1.9442 2.9847
H1 3.3528 -1.6758 7.5348
H2 0.8833 -1.8524 6.7847
H3 2.3124 -2.5146 2.7771
H4 4.5903 -3.0135 3.6865
H5 0.3696 -4.1936 3.2181
H6 -1.1825 -4.8136 1.3842
H7 -3.3795 -4.2766 0.1591
H8 -4.5960 -2.1567 0.7564
H9 -3.7240 -0.7368 2.5846
F1 -3.5223 4.2979 -5.3569
C13 -2.6445 3.5077 -4.7591
C14 -1.9061 2.5782 -5.5084
C15 -1.0535 1.7645 -4.7816
C16 -0.8549 1.9392 -3.4294
C17 -1.5592 2.9221 -2.7354
C18 -2.4960 3.6738 -3.4110
Sb1 0.2214 0.6667 -2.1276
C19 -0.9543 -1.0116 -2.7952
C20 -0.6643 -1.4007 -4.1073
C21 -1.4198 -2.3583 -4.7041
C22 -2.4826 -2.9706 -3.9985
F2 -3.3253 -3.9057 -4.6245
C23 -2.8786 -2.5047 -2.7129
C24 -1.9968 -1.5306 -2.1256
C25 2.0119 0.5120 -3.3725
C26 2.3884 1.5259 -4.2967
C27 3.3392 1.3052 -5.2507
C28 3.9628 0.0271 -5.3816
F3 4.6809 -0.2258 -6.4801
C29 3.6751 -0.9547 -4.5105
C30 2.6885 -0.6731 -3.5025
H10 -2.1547 2.5636 -6.5756
H11 -0.5075 0.9254 -5.2972
H12 -1.4303 3.1237 -1.6821
H13 -3.1696 4.3799 -2.8858
H14 0.2644 -1.0824 -4.6469
H15 -1.2948 -2.6407 -5.7631
H16 -3.6446 -2.9375 -2.1923
H17 -2.2096 -1.2839 -1.1061
H18 1.8117 2.4786 -4.2319
H19 3.5481 2.0235 -6.0819
H20 4.2384 -1.8893 -4.5159
H21 2.4498 -1.4281 -2.7383
Cl1 4.8252 3.1974 1.0681
C31 3.4595 1.9973 1.1569
Cl2 2.0602 2.8676 0.4578
Cl3 3.6899 0.4850 0.4179
C32 3.3876 1.8400 2.6482
N3 3.3919 1.8315 3.7914
O1 1.5160 -1.3759 -0.8328
S1 1.8001 -2.5632 0.0495
O2 1.5997 -3.7864 -0.7232
O3 0.9000 -2.5882 1.2257
S2 3.6865 -2.6513 0.7740
F4 -2.1600 6.3608 5.2044
C33 -2.3877 5.4993 4.2431
C34 -2.4370 5.8378 2.9325
F5 -2.5436 7.1068 2.5111
C35 -2.4895 4.8521 1.9588
F6 -2.5383 5.2805 0.6800
C36 -2.3360 3.4750 2.2665
S3 -2.1409 2.3795 0.9689
C37 -2.3970 3.1757 3.6170
F7 -2.4411 1.9002 4.0922
C38 -2.3211 4.1519 4.5615
F8 -2.2812 3.8851 5.8571

***

<ii>
Here is a structure of composition C38H21BrCl3CsF8N3O3S3Sb from OMol25. Energies are from ωB97M-V with the def2-TZVPD basis set.

Properties
total charge: -2
spin multiplicity: 1
frontier orbital gap: 6.2 eV
E_LUMO: 3.477 eV

Geometry (Å):
Cs1 0.8563 0.3037 2.6140
Br1 2.5645 -3.1535 -7.2645
C1 2.9598 -2.3722 -5.5631
C2 3.9592 -1.4326 -5.5383
C3 4.2040 -0.7590 -4.3326
C4 3.4996 -1.1247 -3.1717
C5 2.4871 -2.1260 -3.2053
C6 2.2459 -2.7456 -4.4183
N1 3.8296 -0.3803 -2.0223
C7 3.4677 -0.7259 -0.8631
C8 3.9608 0.0402 0.3260
C9 4.0619 -0.6346 1.5287
C10 4.5699 0.0923 2.6103
C11 5.0394 1.4057 2.4157
C12 4.8975 1.9803 1.1267
N2 4.4118 1.3020 0.1380
H1 4.4855 -1.1413 -6.4705
H2 4.8339 0.1090 -4.2550
H3 1.8877 -2.2781 -2.3054
H4 1.4131 -3.3715 -4.5090
H5 2.7217 -1.5037 -0.6285
H6 3.5970 -1.6615 1.6656
H7 4.7304 -0.3994 3.6068
H8 5.4092 1.9360 3.3029
H9 5.0803 3.0431 0.9607
F1 -0.7208 -2.2087 -6.9481
C13 -0.7334 -1.7535 -5.6936
C14 -0.2032 -0.5015 -5.4677
C15 -0.2634 0.0283 -4.1854
C16 -0.8768 -0.6759 -3.1310
C17 -1.3690 -1.9382 -3.4318
C18 -1.2449 -2.5326 -4.7079
Sb1 -1.2786 0.3780 -1.3016
C19 -2.4889 1.8202 -2.3581
C20 -2.7027 3.0988 -1.8882
C21 -3.6602 3.9645 -2.3976
C22 -4.3885 3.5033 -3.4970
F2 -5.2587 4.3449 -4.0147
C23 -4.1952 2.2332 -4.0130
C24 -3.2359 1.3982 -3.4226
C25 -3.0125 -0.7907 -0.8223
C26 -4.3108 -0.2495 -0.7763
C27 -5.3808 -0.9824 -0.2315
C28 -5.1449 -2.2158 0.3329
F3 -6.1037 -2.9111 0.9790
C29 -3.8424 -2.7563 0.3691
C30 -2.7899 -2.0317 -0.1961
H10 0.2242 -0.0143 -6.3659
H11 0.1376 1.0140 -4.0117
H12 -1.8631 -2.5582 -2.7517
H13 -1.7145 -3.4651 -4.8456
H14 -2.1818 3.4467 -1.0048
H15 -3.8418 4.9328 -1.9770
H16 -4.7840 1.8739 -4.8886
H17 -3.2230 0.3488 -3.7756
H18 -4.6425 0.7268 -1.2377
H19 -6.3226 -0.5635 -0.3137
H20 -3.6405 -3.7001 0.8544
H21 -1.7976 -2.4299 -0.2069
Cl1 -2.6495 -0.6500 3.0246
C31 -3.8098 0.5260 3.7180
Cl2 -5.3440 -0.2616 4.2063
Cl3 -3.1064 1.3524 5.1048
C32 -4.1819 1.4570 2.6283
N3 -4.4400 2.1580 1.7519
O1 0.5520 -1.6021 0.3319
S1 0.3068 -2.6635 1.3626
O2 -0.9573 -2.3148 2.0874
O3 1.3809 -2.6449 2.3884
S2 0.2698 -4.4152 0.3609
F4 1.3892 1.3506 10.3992
C33 1.8043 1.7290 9.1617
C34 2.9284 2.5324 9.0506
F5 3.6488 2.7331 10.1670
C35 3.3808 2.9310 7.8130
F6 4.5138 3.6569 7.8399
C36 2.7219 2.6583 6.6005
S3 3.2968 3.2927 5.0973
C37 1.6240 1.7960 6.7397
F7 1.0637 1.2534 5.6577
C38 1.1634 1.3588 7.9806
F8 0.1254 0.5310 8.1082

***

Of them, the most stable is <ii> and the least stable is <i>.

***

<i>
Here is a cluster of 2 separate species, C3H9N4S in total from OMol25. Energies are from ωB97M-V with the def2-TZVPD basis set.

Properties
total charge: +1
spin multiplicity: 1
frontier orbital gap: 8.5 eV
E_LUMO: -4.033 eV

Geometry (Å):
C1 0.3554 0.5986 0.2365
C2 1.7251 1.0499 0.1284
C3 2.3861 -0.3121 -0.3211
N1 -2.3261 -1.4977 0.0552
N2 -2.9427 -0.4056 0.0273
N3 0.1350 -0.6524 0.6089
N4 -0.7474 1.3309 0.0213
S1 1.5282 -1.6808 0.6053
H1 1.8641 1.7596 -0.5599
H2 1.9767 1.4771 1.1230
H3 2.0614 -0.5539 -1.3782
H4 3.4657 -0.6159 -0.3235
H5 -2.7465 -2.1727 -0.5947
H6 -3.6945 -0.4211 -0.6518
H7 -0.7624 -1.2249 0.7394
H8 -0.6965 2.3257 -0.1984
H9 -1.5817 0.9953 0.4824

***

<ii>
Here is a structure of composition C3H9N4S from OMol25. Energies are from ωB97M-V with the def2-TZVPD basis set.

Properties
total charge: +1
spin multiplicity: 1
frontier orbital gap: 8.5 eV
E_LUMO: -3.671 eV

Geometry (Å):
C1 -0.2753 -1.0158 -1.2602
C2 -0.2060 0.7679 0.4763
C3 1.2446 0.4536 1.0179
N1 0.0699 0.1895 -1.7446
N2 -1.0797 -0.3259 0.3117
N3 -1.1457 -1.2814 1.2618
N4 -0.1631 1.3501 -0.8926
S1 -0.4671 -2.5649 -1.6322
H1 -0.4561 1.4023 1.3429
H2 1.7252 -0.2248 0.4513
H3 1.1943 -0.1111 1.9847
H4 1.7704 1.3741 0.9656
H5 0.0530 0.1446 -2.7337
H6 -0.2751 -1.6147 1.6414
H7 -1.6190 -2.1430 1.0799
H8 -1.0491 1.7097 -1.0909
H9 0.6787 1.8897 -1.1792

***

Of them, the most stable is <i> and the least stable is <ii>.

***

<i>
Here is the molecule C5H13NS from OMol25. Energies are from ωB97M-V with the def2-TZVPD basis set.

Properties
SMILES string: CNCCCCS
spin multiplicity: 1
frontier orbital gap: 9.9 eV
E_LUMO: 1.008 eV

Geometry (Å):
C1 -0.2014 -0.1343 0.9673
C2 1.2447 -0.2198 0.5143
C3 2.2010 0.5845 1.4481
S1 1.9259 2.3361 1.7401
C4 -1.0369 -1.0239 0.0575
N1 -0.8464 -0.6868 -1.4376
C5 -1.9368 0.0781 -1.9799
H1 -0.5648 0.8858 0.8907
H2 -0.3004 -0.4704 2.0068
H3 1.5016 0.2483 -0.4452
H4 1.5811 -1.2511 0.3799
H5 2.0333 0.1352 2.4355
H6 3.1971 0.4327 1.0596
H7 1.7041 2.7752 0.4901
H8 -0.7988 -2.0885 0.0632
H9 -2.1255 -0.9261 0.1373
H10 -0.8582 -1.6020 -1.8666
H11 -2.9835 -0.1195 -1.6223
H12 -1.9591 -0.1012 -3.0625
H13 -1.7769 1.1477 -1.7764

***

<ii>
Here is the molecule C5H13NS from OMol25. Energies are from ωB97M-V with the def2-TZVPD basis set.

Properties
SMILES string: CN[C@@H](C)CCS
spin multiplicity: 1
frontier orbital gap: 8.9 eV
E_LUMO: 0.887 eV

Geometry (Å):
C1 -0.7953 -1.6621 -1.9841
N1 -0.2070 -0.7847 -0.8949
C2 0.8008 -0.2906 0.1407
C3 0.2881 0.6628 1.3482
C4 -1.1849 1.0162 0.8778
S1 -2.2116 1.3967 2.3490
C5 2.1040 0.5134 -0.4778
H1 -1.6580 -1.2761 -2.3430
H2 -0.0921 -1.7714 -2.8333
H3 -0.9097 -2.6673 -1.6016
H4 -0.6391 0.0962 -1.1178
H5 1.1047 -1.2448 0.5714
H6 0.2214 0.1416 2.3209
H7 0.9381 1.5905 1.3568
H8 -1.1517 1.8717 0.1970
H9 -1.5208 0.0414 0.3961
H10 -2.3154 0.5573 3.4472
H11 2.9700 -0.1322 -0.6059
H12 1.7637 0.9041 -1.5606
H13 2.4947 1.0374 0.4138

***

<iii>
Here is the molecule C5H13NS from OMol25. Energies are from ωB97M-V with the def2-TZVPD basis set.

Properties
SMILES string: CCN[C@H](C)CS
spin multiplicity: 1
frontier orbital gap: 9.6 eV
E_LUMO: 0.890 eV

Geometry (Å):
C1 0.8919 -1.1985 0.6991
N1 0.6552 0.1956 0.3399
C2 -0.6992 0.5229 -0.1501
C3 -1.2714 1.8339 0.4547
S1 -0.7445 2.3456 2.1016
C4 -0.7405 0.3822 -1.6904
C5 1.6312 -1.9794 -0.3877
H1 -0.0913 -1.6551 0.8392
H2 1.3592 -1.2844 1.6860
H3 0.9594 0.8081 1.0604
H4 -1.3330 -0.2282 0.3446
H5 -2.3474 1.7165 0.4314
H6 -0.9290 2.6795 -0.1558
H7 -0.6448 1.1203 2.6475
H8 -0.7802 1.4277 -2.0098
H9 -1.6323 -0.0969 -2.0812
H10 0.1729 -0.1149 -1.9891
H11 2.3160 -1.2799 -0.8747
H12 0.9375 -2.3783 -1.1295
H13 2.2904 -2.8166 -0.1359

***

<iv>
Here is the molecule C5H13NS from OMol25. Energies are from ωB97M-V with the def2-TZVPD basis set.

Properties
SMILES string: CSCC[C@@H](C)N
spin multiplicity: 1
frontier orbital gap: 9.4 eV
E_LUMO: 1.030 eV

Geometry (Å):
C1 1.7786 -1.0651 1.5914
C2 0.7610 -0.9947 0.4300
C3 -0.0765 0.2564 0.6124
C4 -1.2288 0.3041 -0.3870
S1 -1.9202 1.9984 -0.5875
C5 -1.0937 2.4810 -2.1232
N1 -0.1699 -2.1882 0.3857
H1 2.3939 -0.1753 1.4733
H2 1.4358 -1.0132 2.6158
H3 2.4467 -1.9023 1.5053
H4 1.3652 -1.0783 -0.4727
H5 0.4110 1.2272 0.6416
H6 -0.5439 0.0914 1.6251
H7 -0.7380 -0.0299 -1.3256
H8 -2.0391 -0.4575 -0.2370
H9 -1.3414 3.5568 -2.1757
H10 -0.0118 2.5519 -1.9906
H11 -1.4811 1.8996 -2.9656
H12 -0.3339 -2.4895 1.3465
H13 0.3860 -2.9729 0.0378

***

Of them, the most stable is <iv> and the least stable is <ii>.